A molecular structure, C30H45BiNO4P2 at a distorted geometry. Source: the OMol25 dataset; level of theory: ωB97M-V/def2-TZVPD.

The highest occupied orbital energy (spin up / spin down) comes out at -9.050 / -8.972 eV. The value obtained for the gap between HOMO and LUMO (spin up / spin down) is 3.951 / 3.878 eV. As for the total energy: -2422.67451 Eh. As for the net charge: +1.

Each line ends with the Löwdin charge.
Cartesian coordinates (Å):
H1 8.003 0.081 -1.101  0.11
H2 5.299 -3.243 -1.298  0.08
H3 2.496 -0.085 1.465  0.02
C1 -4.158 -3.343 -3.286  0.01
H4 -4.147 1.081 0.196  0.09
H5 -0.296 -1.619 3.288  0.08
H6 7.744 -1.702 -1.902  0.11
H7 -3.488 -3.706 -4.057  0.12
O1 -1.697 -2.061 -0.937  -0.31
H8 -3.835 -0.882 1.846  0.09
O2 -8.173 -4.313 -3.428  0.06
C2 7.213 0.366 -0.400  -0.18
P1 2.390 -1.874 -0.228  0.68
C3 3.237 -0.982 -1.614  -0.53
C4 0.876 2.318 2.761  -0.04
C5 5.660 0.445 -2.382  -0.15
C6 -2.189 -2.189 -2.144  -0.63
C7 -3.661 -2.561 -2.218  -0.11
C8 6.952 -0.809 0.575  -0.17
H9 -3.159 2.239 -0.701  0.08
C9 -0.258 1.601 2.123  -0.22
O3 -8.612 -3.107 -1.632  0.06
C10 -1.083 2.116 1.084  -0.24
H10 -2.543 -1.774 2.654  0.08
H11 -1.155 3.354 -0.675  0.08
H12 1.918 1.893 -4.051  0.07
H13 0.505 2.976 3.565  0.10
C11 -5.517 -3.665 -3.368  0.02
C12 -0.943 3.428 0.401  -0.04
C13 -4.602 -2.042 -1.309  -0.01
H14 -1.651 4.161 0.818  0.10
H15 3.205 0.661 -4.348  0.05
C14 -0.772 0.331 2.514  -0.22
H16 -2.632 -1.778 0.890  0.06
C15 -1.922 0.061 1.724  -0.24
H17 4.934 1.024 -2.975  0.09
C16 6.036 0.864 -1.157  -0.12
C17 2.209 0.838 -3.916  -0.24
H18 2.398 2.831 -1.779  0.06
C18 -3.149 1.251 -0.230  -0.03
H19 4.141 -0.737 1.133  0.03
C19 6.731 -1.918 -2.259  -0.17
H20 -3.013 0.510 -1.033  0.07
C20 -2.104 1.158 0.821  -0.26
H21 0.058 3.852 0.533  0.07
H22 2.604 1.962 -0.223  0.04
H23 3.489 -1.633 -2.468  0.08
H24 0.814 -0.327 3.808  0.07
H25 -0.805 -0.434 4.502  0.10
H26 4.177 -0.676 -1.147  -0.01
H27 7.056 -0.436 -3.775  0.13
C21 5.883 -2.343 -1.113  -0.13
C22 -0.231 -0.559 3.571  -0.04
H28 -5.904 -4.287 -4.171  0.12
C23 3.072 -1.004 1.239  -0.24
H29 3.702 -3.887 -0.713  0.03
C24 5.961 -1.843 0.134  -0.14
C25 -6.435 -3.185 -2.418  -0.16
H30 1.922 -4.107 -0.863  0.07
H31 5.457 -2.381 0.952  0.11
Bi1 0.240 -0.558 -0.771  1.45
O4 -1.559 -2.039 -3.204  -0.02
H32 5.534 1.691 -0.649  0.10
H33 5.428 -1.092 -3.789  0.10
H34 -6.691 -1.924 -0.691  0.12
C26 2.727 -3.642 -0.265  -0.22
H35 -4.263 -1.377 -0.513  0.08
H36 1.598 1.639 3.233  0.07
C27 -2.772 -1.151 1.785  -0.03
N1 -7.811 -3.550 -2.493  -0.31
H37 2.686 -4.033 0.765  0.07
C28 -5.969 -2.332 -1.399  0.03
H38 6.626 -0.425 1.556  0.11
H39 1.455 0.194 -4.397  0.06
H40 7.596 1.198 0.216  0.12
H41 6.799 -2.787 -2.942  0.13
H42 1.417 2.965 2.057  0.07
H43 3.930 2.003 -1.422  0.00
C29 6.221 -0.736 -3.116  -0.17
H44 7.935 -1.288 0.755  0.13
P2 2.210 0.483 -2.156  0.65
C30 2.847 1.949 -1.297  -0.24
H45 2.972 -1.708 2.086  0.06

A molecular structure, C30H45BrO2P2V at a distorted geometry. Source: the OMol25 dataset; level of theory: ωB97M-V/def2-TZVPD.

The highest occupied orbital energy (spin up / spin down) comes out at -12.942 / -12.942 eV. The multiplicity is 2. The value obtained for the gap between HOMO and LUMO (spin up / spin down) is 3.085 / 3.664 eV. As for the total energy: -5520.59652 Eh. As for the net charge: +2.

Each line ends with the Löwdin charge.
Cartesian coordinates (Å):
C1 -2.101 3.322 6.057  -0.07
C2 -2.840 1.829 1.093  -0.21
H1 1.929 1.116 -2.734  0.15
H2 1.192 2.873 -0.974  0.13
Br1 2.158 3.172 4.117  0.81
C3 3.403 -3.012 -4.488  -0.30
H3 -0.767 4.000 -2.173  0.09
O1 0.792 0.026 4.699  0.08
H4 2.496 -0.241 1.402  0.15
C4 -1.674 2.152 5.426  -0.04
V1 -1.090 1.281 0.018  1.18
H5 -1.617 5.392 6.533  0.12
C5 1.401 1.197 0.310  -0.06
C6 -1.851 3.177 -0.530  -0.23
C7 0.449 -0.379 -2.202  -0.19
H6 -2.326 1.275 5.368  0.13
P1 1.116 -5.240 -2.287  0.76
O2 -0.301 0.841 2.884  -0.10
H7 4.712 -2.811 -0.994  0.04
H8 -2.240 4.317 2.560  0.14
C8 4.690 -2.631 -2.077  -0.31
H9 -1.810 5.169 -1.347  0.13
H10 5.346 -3.354 -2.581  0.05
C9 -0.599 -1.044 0.088  -0.09
H11 -1.458 -1.607 0.482  0.15
C10 -1.440 3.839 1.968  0.05
C11 0.947 1.080 -2.232  -0.15
H12 0.083 -0.620 -3.217  0.14
H13 1.134 -5.382 -4.755  0.02
H14 3.627 -2.014 -4.888  0.04
H15 -2.579 0.889 -2.941  0.10
H16 0.177 -6.689 -3.988  0.04
H17 -3.640 2.302 -3.065  0.14
C12 -2.570 2.123 -1.200  -0.24
H18 0.556 -7.372 -1.244  0.04
C13 -3.259 1.306 2.414  0.03
C14 2.879 -4.646 -2.348  -0.62
H19 1.010 -2.223 0.879  0.16
H20 2.570 -3.458 -5.050  0.03
H21 -0.857 3.200 2.649  0.08
H22 -3.730 0.318 2.325  0.11
H23 -1.644 -0.891 -1.765  0.12
H24 1.303 -1.060 -2.037  0.01
C15 -2.004 2.989 0.887  -0.20
C16 -4.064 0.119 -0.448  0.02
H25 -5.126 0.402 -0.450  0.13
C17 1.481 -6.791 -1.336  -0.33
H26 -3.942 2.006 2.924  0.14
C18 1.803 -0.232 0.547  -0.13
H27 1.959 -6.795 -4.006  0.04
C19 0.434 3.211 4.919  -0.62
C20 0.093 0.860 4.105  -0.66
H28 -3.917 -0.634 0.334  0.10
C21 -0.010 4.394 5.505  -0.11
H29 2.231 -7.398 -1.861  0.05
H30 -3.083 3.336 6.531  0.11
H31 1.848 -6.538 -0.335  0.03
H32 -3.830 -0.334 -1.416  0.09
H33 1.661 1.866 1.145  0.11
H34 -0.309 4.633 -0.574  0.09
H35 5.035 -1.611 -2.288  0.03
H36 0.656 5.248 5.530  0.10
H37 -2.363 1.193 3.044  0.06
C22 1.053 1.780 -0.901  -0.13
C23 -3.196 1.299 -0.196  -0.23
H38 0.289 1.661 -2.897  0.11
H39 3.356 -4.843 -1.373  0.05
C24 1.106 -6.106 -3.931  -0.32
H40 0.404 -0.983 1.973  0.11
C25 -1.284 4.456 6.078  -0.06
C26 0.648 -1.180 0.913  -0.14
C27 -2.678 1.946 -2.668  0.03
P2 2.959 -2.818 -2.701  0.82
H41 -0.770 4.606 1.559  0.10
H42 -1.890 2.505 -3.182  0.09
H43 4.295 -3.647 -4.581  0.05
H44 2.372 -0.637 -0.299  0.11
C28 -1.148 4.305 -1.193  0.02
C29 -0.689 -0.663 -1.261  -0.12
H45 3.427 -5.205 -3.131  0.06
C30 -0.387 2.079 4.878  -0.20

A molecular structure, C30H45NO2P2RhS2 at a distorted geometry. Source: the OMol25 dataset; level of theory: ωB97M-V/def2-TZVPD.

The highest occupied orbital energy (spin up / spin down) comes out at -7.402 / -10.280 eV. The multiplicity is 5. The value obtained for the energy above the lowest of the compared OMol25 structures with the same formula, charge and spin is 17.5 kcal/mol. The value obtained for the gap between HOMO and LUMO (spin up / spin down) is 4.807 / 5.317 eV. As for the total energy: -2964.53561 Eh. As for the net charge: +1.

Each line ends with the Löwdin charge.
Cartesian coordinates (Å):
C1 -6.610 1.114 1.230  -0.08
P1 3.513 0.075 -2.844  0.90
H1 1.048 0.759 5.612  0.08
H2 0.300 -2.177 -1.145  0.08
H3 5.777 -0.072 -3.411  0.07
C2 0.324 -2.545 -2.186  -0.17
C3 -5.989 2.062 2.053  -0.07
C4 0.345 0.721 -2.336  -0.20
C5 -1.707 0.925 4.626  -0.02
O1 -3.577 0.431 -2.454  -0.28
P2 2.279 1.376 -0.480  0.90
C6 -5.915 0.497 0.180  -0.04
C7 -4.646 2.395 1.859  -0.05
H4 1.921 3.702 -0.999  0.06
H5 3.708 -0.209 0.706  0.03
C8 -0.060 0.163 -3.704  -0.17
C9 5.195 -0.448 -2.558  -0.16
S1 -1.331 2.509 1.547  0.80
H6 0.827 -0.048 -4.315  0.07
H7 1.812 1.344 4.126  0.08
H8 -1.974 1.810 4.034  0.04
H9 -1.343 -2.426 0.386  0.07
H10 0.294 -3.641 -2.079  0.13
H11 -6.551 2.534 2.863  0.11
C10 -3.945 1.790 0.806  -0.27
H12 -2.644 0.459 4.940  0.09
H13 3.454 1.309 1.639  0.06
H14 2.330 -3.053 -2.877  0.13
C11 1.366 -0.027 -1.501  -0.39
H15 2.880 -1.503 -1.260  0.14
H16 2.921 1.121 -4.950  0.08
C12 3.326 0.153 -4.632  -0.15
H17 2.779 2.341 -2.747  0.07
C13 1.590 3.024 -0.197  -0.23
H18 -1.800 -2.714 -2.696  0.12
H19 -1.121 1.259 5.486  0.08
C14 -0.914 -2.084 -2.865  -0.09
C15 -0.684 -2.745 1.208  -0.02
H20 2.683 -1.227 1.828  0.03
H21 -4.122 3.101 2.502  0.10
H22 1.534 -1.906 -3.927  0.10
H23 0.243 -3.149 0.807  0.06
C16 0.804 -1.250 2.796  -0.33
H24 -7.652 0.841 1.415  0.10
H25 0.861 -0.448 -0.626  0.06
H26 4.570 1.285 0.254  0.05
H27 0.626 1.788 -2.492  0.11
H28 -0.597 0.974 -4.229  0.13
H29 -3.155 -1.403 1.535  0.06
H30 2.381 -0.164 4.868  0.08
H31 5.592 -0.001 -1.638  0.06
H32 4.290 2.091 -1.822  0.08
H33 -0.581 0.778 -1.716  0.09
H34 2.022 -2.849 2.068  0.08
O2 -3.334 -1.339 -0.739  -0.31
H35 5.257 -1.542 -2.527  0.08
H36 -1.213 -3.562 1.720  0.11
C17 -1.488 -0.869 2.765  -0.31
H37 4.327 0.055 -5.071  0.06
H38 0.487 3.013 -0.154  -0.01
C18 0.504 -0.276 3.824  -0.33
N1 -2.135 0.869 -0.359  -0.11
S2 -3.414 0.074 -1.076  0.64
H39 2.732 -0.663 -5.064  0.06
H40 -6.370 -0.262 -0.454  0.12
H41 -3.260 -1.898 3.242  0.11
H42 2.726 -1.959 3.433  0.09
C19 1.663 -2.172 -2.870  -0.15
C20 -4.588 0.864 -0.027  -0.25
H43 -3.518 -0.189 2.783  0.08
C21 -2.946 -1.095 2.560  0.00
Rh1 -0.068 0.421 2.024  0.82
C22 -1.051 -0.947 -3.562  -0.10
C23 1.495 0.442 4.667  -0.03
H44 -1.985 -0.753 -4.103  0.11
C24 3.301 1.669 -2.049  -0.36
C25 -2.512 1.732 0.586  -0.79
C26 2.345 -1.038 -2.112  -0.38
H45 1.969 3.413 0.764  0.07
C27 -0.428 -1.616 2.155  -0.31
C28 -0.924 -0.036 3.800  -0.33
C29 2.130 -1.861 2.521  -0.01
C30 3.619 0.883 0.634  -0.21